(1)
147
Properties=species:S:1:pos:R:3 method="wB97M-V/def2-TZVPD" orbital_gap_ev=6.39 total_energy_ev=-256298.29136 lumo_energy_ev=3.87 charge=-2 de_lowest_kcal_mol=0.0
Bi -0.470 0.005 0.590
C 4.956 -5.636 1.500
C 5.435 -4.220 1.366
C 5.776 -3.493 2.495
C 6.176 -2.171 2.399
C 6.530 -1.393 3.628
C 6.220 -1.562 1.145
C 5.925 -2.290 -0.006
C 6.025 -1.656 -1.360
C 5.529 -3.613 0.125
C 6.659 -0.153 1.068
C 8.006 0.091 0.824
C 8.497 1.382 0.809
C 7.627 2.431 1.024
C 6.274 2.199 1.258
C 5.778 0.899 1.308
Ge 3.760 0.530 1.427
S 2.973 0.324 -0.524
S 2.791 2.122 2.826
Ge 1.508 0.431 3.600
S -0.502 -0.397 3.073
S 3.062 -1.120 2.936
C 1.300 0.691 5.615
C 0.643 1.834 6.076
C 0.428 2.017 7.438
C 0.876 1.088 8.358
C 1.527 -0.042 7.906
C 1.730 -0.254 6.544
C 2.371 -1.543 6.191
C 3.757 -1.676 6.277
C 4.604 -0.478 6.598
C 4.330 -2.925 6.093
C 3.553 -4.040 5.825
C 4.177 -5.392 5.631
C 2.178 -3.889 5.744
C 1.571 -2.658 5.934
C 0.082 -2.535 5.878
C 0.146 2.899 5.170
C -1.146 2.847 4.646
C -2.108 1.755 5.005
C -1.582 3.874 3.820
C -0.778 4.961 3.528
C -1.283 6.059 2.636
C 0.472 5.034 4.121
C 0.946 4.021 4.937
C 2.298 4.133 5.574
C 5.430 3.399 1.448
C 5.315 3.978 2.710
C 5.926 3.340 3.924
C 4.612 5.165 2.847
C 4.032 5.790 1.757
C 3.253 7.061 1.932
C 4.174 5.208 0.505
C 4.858 4.017 0.333
C 4.974 3.405 -1.028
H 5.636 -6.220 2.119
H 4.873 -6.112 0.526
H 3.975 -5.641 1.976
H 5.710 -3.954 3.469
H 6.787 -2.063 4.446
H 5.667 -0.800 3.929
H 7.360 -0.712 3.444
H 7.046 -1.331 -1.562
H 5.376 -0.782 -1.406
H 5.720 -2.351 -2.139
H 5.279 -4.173 -0.767
H 8.675 -0.744 0.660
H 9.549 1.569 0.632
H 7.994 3.449 1.020
H -0.111 2.900 7.760
H 0.702 1.239 9.417
H 1.875 -0.795 8.605
H 4.410 0.323 5.886
H 5.662 -0.730 6.566
H 4.360 -0.100 7.591
H 5.403 -3.038 6.181
H 5.213 -5.394 5.967
H 4.155 -5.666 4.576
H 3.625 -6.152 6.184
H 1.557 -4.754 5.550
H -0.390 -3.515 5.916
H -0.210 -2.047 4.947
H -0.289 -1.925 6.700
H -1.594 0.888 5.409
H -2.665 1.446 4.124
H -2.819 2.122 5.750
H -2.572 3.811 3.389
H -1.718 5.644 1.729
H -0.476 6.735 2.360
H -2.056 6.633 3.151
H 1.098 5.897 3.935
H 2.706 5.131 5.430
H 2.968 3.413 5.109
H 2.250 3.913 6.641
H 6.530 2.476 3.658
H 5.133 3.006 4.593
H 6.547 4.056 4.464
H 4.512 5.607 3.829
H 3.563 7.587 2.834
H 2.191 6.829 2.021
H 3.385 7.720 1.075
H 3.739 5.686 -0.363
H 4.723 4.129 -1.801
H 4.283 2.562 -1.100
H 5.978 3.021 -1.204
C -0.132 5.936 -2.186
N -0.060 4.989 -1.106
C 0.876 5.097 -0.132
C 0.955 4.210 0.873
C 0.018 3.108 0.876
O 0.014 2.240 1.775
N -0.877 3.025 -0.118
C -0.984 3.915 -1.099
O -1.825 3.871 -1.984
H 0.217 6.918 -1.861
H -1.172 5.988 -2.506
H 0.468 5.606 -3.041
H 1.536 5.954 -0.217
H 1.701 4.258 1.645
Te -2.884 1.296 0.204
C -4.474 -0.192 0.456
C -5.316 -0.526 -0.600
C -6.434 -1.317 -0.408
C -6.745 -1.785 0.857
C -5.917 -1.464 1.921
C -4.793 -0.688 1.714
H -5.100 -0.150 -1.590
H -7.080 -1.562 -1.245
H -7.630 -2.390 1.015
H -6.163 -1.806 2.919
H -4.150 -0.453 2.550
F -0.164 -9.624 -0.195
C 0.824 -8.706 -0.236
F 1.786 -9.171 0.594
F 1.354 -8.817 -1.479
C 0.374 -7.322 0.079
C 1.324 -6.304 0.172
C 0.915 -5.006 0.373
C -0.452 -4.693 0.463
C -1.388 -5.734 0.429
C -0.979 -7.036 0.232
C -0.818 -3.333 0.529
C -1.070 -2.143 0.505
H 2.372 -6.544 0.074
H 1.636 -4.205 0.448
H -2.438 -5.504 0.543
H -1.700 -7.840 0.182


(2)
170
Properties=species:S:1:pos:R:3 method="wB97M-V/def2-TZVPD" orbital_gap_ev=7.05 total_energy_ev=-122230.54636 lumo_energy_ev=-3.12 charge=+1 de_lowest_kcal_mol=0.0
C -5.428 3.365 -2.975
C -4.498 2.468 -3.746
C -4.029 2.938 -5.070
N -4.195 1.357 -3.185
N -2.974 0.702 -3.672
C -2.168 0.336 -2.567
N -2.317 -0.861 -1.917
C -1.436 -1.992 -2.316
C -1.037 -2.872 -1.144
O -2.077 -2.866 -0.182
N -1.305 1.198 -2.134
C -0.513 0.959 -0.911
C 0.827 0.294 -1.137
C 1.631 0.242 0.172
C 1.170 -0.885 1.097
C 1.374 -0.595 2.592
C 0.269 -1.279 3.423
C 0.730 -1.918 4.740
C -0.503 -2.193 5.630
Si -0.153 -2.081 7.475
C 0.562 -3.679 8.162
C 1.056 -0.676 7.834
C -1.720 -1.711 8.463
C -1.814 -2.136 9.800
C -2.945 -1.846 10.566
C -4.019 -1.144 10.026
C -3.952 -0.730 8.694
C -2.816 -1.019 7.934
C -1.077 2.510 -2.796
C -0.460 2.472 -4.188
C 1.059 2.249 -4.188
C -0.699 3.871 -4.808
P -3.447 -0.517 -4.758
O -4.168 0.029 -5.907
O -2.113 -1.237 -5.210
O -4.340 -1.607 -4.012
H -6.467 3.057 -3.034
H -5.114 3.375 -1.935
H -5.296 4.374 -3.350
H -4.780 2.728 -5.831
H -3.854 4.010 -5.082
H -3.119 2.452 -5.400
H -3.284 -1.144 -1.884
H -0.580 -1.647 -2.884
H -2.013 -2.623 -2.989
H -0.911 -3.890 -1.519
H -0.074 -2.580 -0.721
H -1.869 -3.551 0.460
H -0.308 1.939 -0.489
H -1.117 0.442 -0.171
H 1.424 0.848 -1.859
H 0.750 -0.730 -1.495
H 1.585 1.200 0.688
H 2.660 0.053 -0.128
H 1.626 -1.843 0.852
H 0.086 -0.971 0.975
H 1.293 0.476 2.774
H 2.363 -0.909 2.925
H -0.535 -0.568 3.602
H -0.132 -2.087 2.806
H 1.188 -2.873 4.492
H 1.464 -1.268 5.215
H -0.812 -3.215 5.415
H -1.358 -1.575 5.356
H 1.478 -3.974 7.663
H -0.194 -4.457 8.075
H 0.793 -3.507 9.212
H 0.883 0.171 7.171
H 2.055 -1.040 7.588
H 1.018 -0.385 8.878
H -1.009 -2.680 10.273
H -3.007 -2.160 11.599
H -4.897 -0.929 10.616
H -4.795 -0.205 8.268
H -2.781 -0.683 6.904
H -0.424 3.108 -2.169
H -2.038 3.018 -2.793
H -0.936 1.765 -4.861
H 1.503 2.579 -5.122
H 1.482 2.838 -3.380
H 1.269 1.193 -4.028
H -1.624 4.293 -4.416
H 0.101 4.563 -4.556
H -0.820 3.823 -5.883
H -2.254 -1.483 -6.137
H -4.865 -1.206 -3.305
F 3.521 -2.999 7.149
C 4.444 -3.733 6.490
C 4.845 -4.940 7.025
C 5.789 -5.694 6.342
C 6.319 -5.227 5.145
C 5.903 -4.007 4.628
C 4.953 -3.252 5.301
H 4.424 -5.279 7.962
H 6.111 -6.643 6.740
H 7.058 -5.815 4.617
H 6.319 -3.642 3.699
H 4.609 -2.302 4.914
F -0.178 5.353 -7.463
C -0.634 5.056 -8.704
C -0.088 3.984 -9.379
C -0.567 3.681 -10.646
C -1.572 4.453 -11.215
C -2.103 5.528 -10.516
C -1.634 5.834 -9.247
H 0.700 3.400 -8.920
H -0.156 2.841 -11.189
H -1.941 4.215 -12.203
H -2.884 6.132 -10.957
H -2.038 6.662 -8.681
F -4.610 6.815 -8.424
C -4.537 8.014 -7.807
C -5.081 9.121 -8.425
C -5.003 10.348 -7.784
C -4.380 10.454 -6.548
C -3.835 9.328 -5.947
C -3.915 8.094 -6.577
H -5.557 9.018 -9.391
H -5.431 11.225 -8.252
H -4.318 11.414 -6.054
H -3.345 9.410 -4.987
H -3.503 7.201 -6.124
F -2.595 -4.718 5.301
C -3.544 -4.209 4.492
C -3.162 -3.488 3.376
C -4.142 -2.966 2.546
C -5.485 -3.162 2.838
C -5.846 -3.887 3.967
C -4.872 -4.419 4.800
H -2.111 -3.331 3.166
H -3.848 -2.405 1.668
H -6.248 -2.752 2.190
H -6.891 -4.038 4.201
H -5.135 -4.991 5.680
F 3.455 3.921 -3.046
C 3.524 5.266 -2.895
C 2.906 6.072 -3.828
C 2.974 7.449 -3.669
C 3.660 7.993 -2.592
C 4.277 7.161 -1.668
C 4.208 5.783 -1.814
H 2.385 5.627 -4.667
H 2.491 8.096 -4.388
H 3.714 9.067 -2.474
H 4.816 7.584 -0.832
H 4.676 5.115 -1.103
F 5.682 -3.360 -2.317
C 5.145 -2.306 -2.956
C 3.781 -2.280 -3.169
C 3.230 -1.188 -3.827
C 4.042 -0.152 -4.260
C 5.411 -0.200 -4.039
C 5.972 -1.283 -3.378
H 3.168 -3.103 -2.824
H 2.162 -1.144 -4.000
H 3.608 0.697 -4.773
H 6.045 0.607 -4.379
H 7.035 -1.340 -3.188
F 7.083 -8.425 7.366
C 6.107 -9.354 7.492
C 5.061 -9.354 6.590
C 4.067 -10.312 6.722
C 4.125 -11.242 7.751
C 5.184 -11.218 8.648
C 6.188 -10.270 8.520
H 5.028 -8.617 5.799
H 3.245 -10.332 6.020
H 3.346 -11.986 7.852
H 5.229 -11.940 9.452
H 7.026 -10.239 9.203